# 1
Computed, not measured: 2 unconnected molecules or ions with the total composition C13H20NO4, with wB97M-V/def2-TZVPD.

Summary:
orbital gap = 8.715 eV
total charge = +1
energy = -23477.7922 eV
F_max = 0.007 Eh/bohr
energy relative to the best compared isomer or geometry (same formula, charge and spin) = 0.000 eV

Element x y z (Å)
O -0.8319 -0.0749 -0.8416
C -0.3624 -0.9845 -1.8227
C 1.0807 -1.4579 -1.5522
C 1.5335 -1.1863 -0.1416
N 0.8090 -1.9836 0.9040
C 1.4401 -1.7858 2.2586
C 0.6314 -2.4992 3.3157
O 0.5123 -3.8698 3.0322
C -0.0853 -4.0762 1.7802
C 0.7252 -3.4597 0.6609
H -0.3306 0.7493 -0.9276
H -0.4222 -0.5616 -2.8238
H -1.0543 -1.8237 -1.7950
H 1.7886 -0.9468 -2.2020
H 1.1555 -2.5126 -1.8061
H 1.3381 -0.1525 0.1270
H 2.5982 -1.3648 -0.0119
H -0.1481 -1.6242 0.9705
H 2.4386 -2.2121 2.1931
H 1.5327 -0.7197 2.4455
H -0.3571 -2.0386 3.4318
H 1.1499 -2.3995 4.2651
H -0.1817 -5.1451 1.6180
H -1.0978 -3.6486 1.7662
H 0.2280 -3.6499 -0.2836
H 1.7450 -3.8342 0.6513
C -1.0205 5.8284 -1.0888
C -0.0554 4.9559 -0.8070
C -0.2892 3.5062 -0.9664
O 0.5630 2.6668 -0.7136
C -1.6103 3.0639 -1.4423
C -2.5860 3.9188 -1.7261
C -2.3612 5.3840 -1.5698
O -3.2324 6.1803 -1.8241
H -0.8861 6.8972 -0.9844
H 0.9237 5.2555 -0.4561
H -1.7173 1.9947 -1.5602
H -3.5636 3.6109 -2.0732


# 2
Computed, not measured: a molecular structure, C13H21AgNO4, with wB97M-V/def2-TZVPD.

Summary:
orbital gap (alpha / beta) = 8.256 / 4.436 eV
multiplicity = 2
⟨S²⟩ = 0.7542
total charge = +2
energy = -27482.2007 eV
F_max = 0.012 Eh/bohr
energy relative to the best compared isomer or geometry (same formula, charge and spin) = 0.000 eV

Element x y z (Å)
C -2.8197 0.8215 -4.4339
O -2.1912 -0.1840 -3.6555
C -2.9857 -1.0888 -2.9470
C -2.2376 -2.3362 -2.5306
C -0.8153 -2.1560 -1.9949
C -0.7573 -1.8073 -0.5001
C 0.6000 -1.2357 -0.0641
C 0.9213 -1.5184 1.4101
C 0.2525 -0.6169 2.4541
C 0.3093 0.8915 2.2110
C 1.6238 1.5725 2.4628
C 1.9444 2.8463 2.1778
N 1.1658 3.7957 1.5372
C 3.3126 3.1579 2.6920
O 3.9958 4.1114 2.6064
O 3.7348 1.9922 3.4004
C 2.8028 0.9972 3.1358
O 3.1076 -0.1222 3.4389
H -2.1146 1.6464 -4.5072
H -3.7892 1.0986 -4.0179
H -2.9543 0.3793 -5.4354
H -3.3800 -0.5170 -2.0737
H -3.8826 -1.2850 -3.5593
H -2.8546 -2.8322 -1.7761
H -2.2263 -2.9968 -3.4034
H -0.2909 -3.1014 -2.1454
H -0.2609 -1.4150 -2.5802
H -0.9059 -2.7363 0.0590
H -1.5813 -1.1328 -0.2346
H 1.3753 -1.7170 -0.6689
H 0.6552 -0.1687 -0.3054
H 2.0023 -1.5424 1.5682
H 0.5726 -2.5366 1.6076
H 0.6959 -0.8197 3.4310
H -0.7996 -0.8988 2.5457
H -0.0423 1.1540 1.2111
H -0.3942 1.3807 2.8954
H 1.1926 3.7134 0.5263
H 1.4740 4.7359 1.7666
Ag 5.5448 0.4706 3.6961


# 3
Computed, not measured: a molecular structure, C13H21AsBrF6N3PdSSbSe, with wB97M-V/def2-TZVPD.

Summary:
orbital gap (alpha / beta) = 9.342 / 5.275 eV
multiplicity = 4
⟨S²⟩ = 3.7777
total charge = +2
energy = -251665.7209 eV
F_max = 0.005 Eh/bohr

Element x y z (Å)
Pd 0.0098 -0.2247 -0.1546
C -2.0510 3.4633 3.8814
N -1.0301 2.4404 4.1436
C -0.4817 2.1860 5.3461
C 0.4298 1.1648 5.1738
N 0.4132 0.8225 3.8719
C 1.2331 -0.2359 3.2694
C -0.4880 1.6002 3.2147
Se -0.9667 1.6176 1.4465
H -2.2722 3.9612 4.8200
H -2.9507 2.9900 3.4970
H -1.6678 4.1857 3.1654
H -0.7556 2.7262 6.2368
H 1.0696 0.6797 5.8917
H 1.9079 -0.6132 4.0314
H 1.8086 0.1763 2.4448
H 0.5886 -1.0379 2.9212
Br -5.9833 -0.7023 -3.2720
C -4.3433 -0.5424 -2.3980
C -3.8676 -1.5758 -1.6016
C -2.6509 -1.4173 -0.9712
N -1.9179 -0.3030 -1.1051
C -2.3761 0.6904 -1.8798
C -3.5829 0.6134 -2.5398
H -4.4287 -2.4901 -1.4730
H -2.2447 -2.1982 -0.3418
H -1.7381 1.5594 -1.9814
H -3.9204 1.4335 -3.1568
C 3.1476 1.4913 -4.0330
As 2.2576 0.2214 -2.9080
C 3.5789 -0.9366 -2.1430
C 1.0419 -0.8034 -3.9790
S 1.2152 1.4046 -1.4213
H 3.7003 0.9538 -4.8021
H 3.8333 2.0793 -3.4267
H 2.4069 2.1434 -4.4905
H 4.2127 -1.3050 -2.9493
H 3.0972 -1.7716 -1.6437
H 4.1736 -0.3691 -1.4305
H 1.6163 -1.3224 -4.7462
H 0.3266 -0.1298 -4.4456
H 0.5348 -1.5286 -3.3475
F 0.5002 -2.2620 -1.1567
Sb 1.0683 -3.1615 0.5021
F -0.4307 -2.1172 1.2196
F 1.9853 -1.4732 0.7451
F 1.5352 -3.6716 2.2210
F 2.5481 -3.8584 -0.3725
F -0.0921 -4.5534 0.1272


# 4
Computed, not measured: a molecular structure, C13H21BClNO4 in a non-equilibrium geometry, with wB97M-V/def2-TZVPD.

Summary:
orbital gap = 8.311 eV
energy = -36699.5953 eV
F_max = 0.070 Eh/bohr
energy relative to the best compared isomer or geometry (same formula, charge and spin) = 0.000 eV

Element x y z (Å)
C -1.6166 2.0844 0.4101
N -0.2060 2.3854 0.4510
C 0.5786 1.1805 0.1503
C 0.3591 3.7454 0.1739
Cl 2.0910 3.6837 -0.4214
H -1.7023 0.9777 0.5112
H -2.2048 2.5198 1.2323
H -2.0835 2.3931 -0.5502
H -0.0890 0.2951 0.2121
H 1.0290 1.2293 -0.8542
H 1.3798 1.0589 0.8876
H -0.0761 4.1481 -0.7726
C -1.0765 7.4559 2.9378
C -0.5815 6.0922 2.7195
C 0.3310 5.3613 3.4214
C 1.0556 4.6141 2.4270
C 0.3097 4.6921 1.2570
B -0.4354 0.8075 4.3175
O 0.8359 0.7710 3.6986
C 1.0895 -0.6627 3.6875
C -0.0450 -1.3349 4.5264
C 0.0697 -2.8093 4.7420
C -1.3643 -1.0619 3.6729
O -1.5110 0.3943 3.5403
C -0.2394 -0.6126 5.9197
O -0.4921 0.8137 5.7033
O -0.7296 5.5498 1.4258
H -0.8820 7.8199 3.9472
H -0.4623 8.0841 2.2724
H -2.1311 7.5759 2.7158
H 0.5481 5.3541 4.4713
H 1.9274 3.9817 2.5246
H 0.9981 -0.9863 2.6238
H 2.0895 -0.8676 4.1080
H -0.8344 -3.1224 5.2699
H 0.1432 -3.3661 3.8007
H 0.9382 -3.0434 5.3373
H -1.2142 -1.5776 2.7169
H -2.2552 -1.4536 4.1820
H -1.1435 -0.9768 6.4624
H 0.7143 -0.7643 6.4743


# 5
Computed, not measured: a molecular structure, C13H21BN6ORu in a non-equilibrium geometry, with wB97M-V/def2-TZVPD.

Summary:
orbital gap (alpha / beta) = 7.180 / 5.239 eV
multiplicity = 5
⟨S²⟩ = 6.2521
total charge = +4
energy = -28013.8919 eV
F_max = 0.143 Eh/bohr
energy relative to the best compared isomer or geometry (same formula, charge and spin) = 2.037 eV

Element x y z (Å)
C -2.0513 -1.2806 1.6394
N -1.1825 -0.3675 1.1498
N -1.9144 0.5763 0.4536
C -3.2391 0.3096 0.6173
C -3.3678 -0.8740 1.3417
B -1.2388 1.7721 -0.2874
N -0.1105 2.3176 0.6978
N 0.8693 1.5961 1.4208
C 1.6158 2.5252 2.1059
C 1.0161 3.7911 1.9744
C -0.0598 3.6178 1.1013
Ru 0.9134 -0.3196 1.8479
N -0.8425 1.5697 -1.8234
N 0.0952 0.6233 -2.1148
C 0.2668 0.5868 -3.4348
C -0.5830 1.5282 -4.0594
C -1.2763 2.1423 -3.0050
H 0.9705 -0.1029 -3.8843
H -2.0319 2.9175 -3.0427
H -0.6600 1.7052 -5.1159
H -2.0615 2.6572 -0.2904
H -0.8423 4.3211 0.8019
H -3.9796 1.0151 0.2536
H 1.3075 4.7036 2.4785
H -4.2626 -1.3949 1.6439
H 2.5080 2.2650 2.6669
H -1.6883 -2.1343 2.2053
H 2.5348 0.0183 0.6686
C 2.9607 -0.2467 1.6893
H 3.5541 0.5892 2.0559
H 2.2958 -0.6906 2.5620
H 3.6532 -1.0724 1.4918
C 1.1469 -2.9014 -1.6602
C 0.4252 -2.5845 -0.3520
C 0.2237 -3.8474 0.4485
O 1.0859 -1.6386 0.4805
H 2.1668 -3.2507 -1.4774
H 1.1624 -2.0534 -2.3469
H 0.6185 -3.7106 -2.1816
H -0.5487 -2.1868 -0.6746
H 1.2038 -4.2214 0.7572
H -0.3763 -3.6509 1.3362
H -0.2769 -4.6194 -0.1391


# 6
Computed, not measured: 4 unconnected molecules or ions with the total composition C13H21Cl6IO6 in a non-equilibrium geometry, with wB97M-V/def2-TZVPD.

Summary:
orbital gap = 10.188 eV
energy = -109340.9148 eV
F_max = 0.064 Eh/bohr

Element x y z (Å)
C -1.5583 -0.7633 4.1782
C -2.4390 -0.1718 3.0563
O -3.5063 0.2215 3.3290
O -1.9160 -0.0972 1.7788
C -0.9242 0.9612 1.8237
C -0.5198 1.4180 0.4136
O 0.8364 1.8819 0.3972
C 0.9566 3.1673 0.7235
O 0.2315 3.7376 1.4322
O 2.0019 3.8647 0.1733
C 3.2581 3.2963 0.5325
C 3.9623 4.1172 1.6515
O 3.4154 4.8797 2.3068
I 6.0987 3.7281 1.8978
H -0.5212 -0.8681 3.8041
H -1.9171 -1.7494 4.5013
H -1.5309 -0.0910 5.0473
H -0.0499 0.6787 2.4296
H -1.4044 1.8157 2.3382
H -0.5703 0.5329 -0.2684
H -1.2416 2.1511 0.0251
H 3.9110 3.3866 -0.3531
H 3.1736 2.2321 0.8117
Cl 4.1362 -0.2996 1.8616
C 3.6611 -1.0867 3.3889
C 2.7209 -2.2469 3.1640
Cl 1.1245 -1.7074 2.5828
H 3.2155 -0.3312 4.0330
H 4.5766 -1.4419 3.8608
H 2.5554 -2.7752 4.1024
H 3.1217 -2.9534 2.4400
Cl -1.7193 0.6903 -4.3473
C -0.1858 -0.2002 -4.5254
C 0.1658 -0.9869 -3.2858
Cl 0.5859 0.0732 -1.9119
H 0.5928 0.5173 -4.7770
H -0.3107 -0.8791 -5.3682
H 1.0366 -1.6122 -3.4810
H -0.6524 -1.6309 -2.9742
Cl -2.3026 -3.3476 -4.4585
C -3.8170 -2.5070 -4.0302
C -4.9414 -2.8422 -4.9788
Cl -4.6688 -2.1714 -6.6069
H -3.6143 -1.4380 -4.0106
H -4.0795 -2.8232 -3.0210
H -5.8721 -2.4121 -4.6106
H -5.0753 -3.9178 -5.0761


# 7
Computed, not measured: a molecular structure, C13H21Hg2O7 in a non-equilibrium geometry, with wB97M-V/def2-TZVPD.

Summary:
orbital gap = 1.832 eV
total charge = +3
energy = -36464.6272 eV
F_max = 0.044 Eh/bohr

Element x y z (Å)
Hg 1.0859 1.3334 5.7717
Hg 1.0698 -1.8465 4.1959
C 1.6612 1.1127 2.5151
O 1.4450 0.3467 3.6853
H 1.4886 2.1881 2.5599
H 2.7329 1.1649 2.3233
H 1.0452 0.8586 1.6525
O -2.3710 -1.2361 3.4226
C -2.5692 -1.4808 2.2449
O -3.6900 -2.1207 1.7776
C -3.7566 -2.2404 0.2837
C -2.7278 -1.2123 -0.0743
C -1.6601 -1.2362 1.0381
H -4.7361 -2.0783 -0.1662
H -3.2728 -3.1212 -0.1386
H -3.1902 -0.2289 -0.1592
H -2.4155 -1.3093 -1.1141
H -1.1497 -0.2741 1.0820
H -0.9799 -2.0878 1.0285
O 2.3928 -2.0467 1.7842
C 2.8537 -1.8800 0.6542
O 4.0638 -1.4558 0.4679
C 4.2880 -1.2107 -0.9557
C 2.9354 -1.1623 -1.6176
C 2.0766 -1.9982 -0.5811
H 4.9544 -2.0008 -1.3018
H 4.8259 -0.3261 -1.2968
H 3.0961 -1.5029 -2.6404
H 2.4653 -0.1832 -1.5258
H 1.8353 -3.0165 -0.8859
H 1.1997 -1.4252 -0.2797
O 1.0629 3.7981 -2.4270
C -0.0345 3.3538 -2.2281
O -1.1049 3.6830 -3.0181
C -2.3668 3.0471 -2.5972
C -1.7883 1.8571 -1.8461
C -0.5290 2.3022 -1.1273
H -2.8686 2.7861 -3.5290
H -2.9722 3.7866 -2.0731
H -1.4438 1.0772 -2.5252
H -2.5107 1.4811 -1.1216
H 0.3046 1.6084 -1.0186
H -0.7453 2.8959 -0.2391


# 8
Computed, not measured: a gas-phase ion, C13H21N2 (charge +1) in a non-equilibrium geometry, with wB97M-V/def2-TZVPD.

Summary:
orbital gap = 7.497 eV
total charge = +1
energy = -16793.1230 eV
F_max = 0.107 Eh/bohr
energy relative to the best compared isomer or geometry (same formula, charge and spin) = 3.725 eV

Element x y z (Å)
C -0.6256 -1.9198 1.4630
C -0.1739 -1.2760 0.0754
C -1.2238 -1.4907 -0.9920
C -2.5961 -0.7718 -0.8054
C -2.6357 0.8016 -0.7021
C -2.0507 1.3766 0.5489
C -0.5970 1.6418 0.7093
N -0.0409 1.4894 1.8884
N 0.1337 1.9524 -0.3169
C 1.1069 -0.8340 -0.1423
C 2.1169 -0.8190 0.9486
C 3.1863 -0.0329 0.7699
C 3.5432 0.5892 -0.4507
C 2.8412 0.3209 -1.5486
C 1.6720 -0.5904 -1.4796
H -0.0364 -1.7374 2.4329
H -0.6457 -2.9236 1.1321
H -1.6109 -1.6378 1.7540
H -1.4672 -2.5011 -1.3096
H -0.6376 -1.0768 -1.9091
H -3.1973 -1.3461 -0.0399
H -3.1320 -1.1167 -1.7112
H -2.0504 1.1331 -1.6356
H -3.6328 0.9715 -0.7414
H -2.5464 2.3211 0.8420
H -2.4767 0.7760 1.4554
H 0.8850 1.7817 1.9852
H -0.5165 1.2421 2.7699
H 1.0169 2.4347 -0.1747
H -0.4140 2.4151 -1.2070
H 1.7432 -1.1208 1.9180
H 3.9573 0.0543 1.5237
H 4.5015 1.0611 -0.5727
H 3.0292 0.7266 -2.4663
H 1.8680 -1.5537 -1.9210
H 0.7061 -0.3405 -2.0905


# 9
Computed, not measured: a molecular structure, C13H21N2O2S4Sn, with wB97M-V/def2-TZVPD.

Summary:
orbital gap = 8.102 eV
total charge = +1
energy = -70065.3584 eV
F_max = 0.013 Eh/bohr

Element x y z (Å)
Sn 0.2006 -0.1962 0.9916
C 2.5681 -0.5478 -2.1439
C 3.1399 -1.5933 -1.1999
S 1.9457 -2.4581 -0.1387
C 0.8941 -3.2066 -1.4300
C -0.2475 -4.0384 -0.8609
S -1.5130 -3.1274 0.0669
C -2.6815 -2.6168 -1.2295
C -2.1761 -1.6966 -2.3307
S -1.6463 -0.0650 -1.7072
C -0.4853 0.4209 -3.0207
C 0.5738 1.4058 -2.5557
S 1.7477 0.8375 -1.2825
H 1.8642 -0.9886 -2.8458
H 3.3859 -0.1111 -2.7175
H 3.8475 -1.1425 -0.5021
H 3.6735 -2.3474 -1.7777
H 1.5477 -3.8539 -2.0196
H 0.5125 -2.4121 -2.0687
H 0.1348 -4.7848 -0.1651
H -0.7544 -4.5653 -1.6707
H -3.4868 -2.1403 -0.6695
H -3.0843 -3.5235 -1.6813
H -2.9908 -1.5280 -3.0355
H -1.3463 -2.1455 -2.8750
H -1.0579 0.8954 -3.8177
H -0.0354 -0.4849 -3.4274
H 0.1253 2.3030 -2.1271
H 1.1749 1.7086 -3.4131
C -1.5118 4.7103 3.7961
N -0.7437 3.4738 3.6527
C -0.0220 2.9503 4.6763
C 0.6947 1.8072 4.5658
C 0.6765 1.1667 3.2951
O 1.2862 0.0830 3.0054
N -0.0504 1.6992 2.2909
C -0.7955 2.8411 2.4018
O -1.4605 3.3057 1.4960
H -1.3135 5.1385 4.7747
H -2.5753 4.5068 3.6924
H -1.2232 5.4140 3.0201
H -0.0545 3.5095 5.6017
H 1.2622 1.3968 5.3859


# 10
Computed, not measured: a molecular structure, C13H21N2O4S2Zn in a non-equilibrium geometry, with wB97M-V/def2-TZVPD.

Summary:
orbital gap = 9.699 eV
total charge = +1
energy = -95074.3884 eV
F_max = 0.057 Eh/bohr
energy relative to the best compared isomer or geometry (same formula, charge and spin) = 0.608 eV

Element x y z (Å)
Zn 7.1036 10.9367 7.2338
N 9.0792 10.9547 7.8098
N 9.7913 11.1069 6.6144
C 9.0991 11.2684 5.3816
O 9.7216 11.6348 4.4073
O 7.8505 11.0708 5.4771
H 9.3488 11.6427 8.5229
H 9.2443 10.0381 8.2018
H 10.7433 11.1597 6.5505
C 12.2682 7.5000 5.5522
C 10.9163 7.4161 6.0373
C 10.5431 6.7918 7.2481
C 9.2302 6.9356 7.7166
C 8.2850 7.6663 6.9758
C 8.6392 8.1604 5.7186
C 9.9348 7.9821 5.2664
S 6.6658 7.7698 7.6634
C 5.6786 7.3664 6.2721
O 6.3489 9.2301 7.9001
H 12.9167 6.7863 6.0137
H 12.6905 8.5416 5.6288
H 12.3373 7.4247 4.4704
H 11.1948 6.1362 7.7551
H 8.9445 6.5373 8.7564
H 7.9059 8.7367 5.1557
H 10.1707 8.3301 4.2643
H 6.0442 7.9635 5.3962
H 4.6735 7.6916 6.5475
H 5.8474 6.3099 5.9501
O 5.8346 12.4651 7.1582
S 5.1555 13.1602 5.9887
C 4.8594 14.9403 6.6511
C 6.2474 15.4516 6.8343
C 7.0364 15.1738 5.5858
C 6.5120 13.7433 4.9649
H 4.1752 14.8634 7.4927
H 4.2924 15.3932 5.7831
H 6.6714 14.8865 7.6557
H 6.3647 16.5559 7.0130
H 8.0891 15.2127 5.7754
H 6.9884 15.8480 4.7725
H 7.2448 12.9032 4.8428
H 6.2793 13.9890 3.9208


# 11
Computed, not measured: a molecular structure, C13H21N4O2ReSbSe4, with wB97M-V/def2-TZVPD.

Summary:
orbital gap = 6.417 eV
total charge = +3
energy = -293903.4788 eV
F_max = 0.015 Eh/bohr
energy relative to the best compared isomer or geometry (same formula, charge and spin) = 0.949 eV

Element x y z (Å)
Re 1.6551 1.0665 -0.5440
N -0.0271 -0.2089 0.4807
C -0.7110 -1.0836 -0.4948
C -2.1198 -1.5534 -0.1364
C -3.2521 -0.5009 -0.1713
C -4.4320 -0.9236 -1.0727
N -4.4048 -0.3781 -2.4254
C -5.0507 0.6990 -2.8632
N -5.8530 1.4049 -2.0659
N -4.8693 1.0997 -4.1223
C -0.6326 -0.3611 -1.8255
O -1.3951 -0.4377 -2.7315
O 0.5107 0.3941 -1.9020
H 0.3107 -0.7564 1.2674
H -0.6810 0.4669 0.8758
H -0.0785 -1.9699 -0.6073
H -2.0674 -2.0296 0.8443
H -2.3512 -2.3598 -0.8345
H -2.8846 0.4767 -0.4983
H -3.6450 -0.3598 0.8357
H -5.3903 -0.6905 -0.6121
H -4.4355 -2.0082 -1.1821
H -3.7375 -0.7906 -3.0604
H -6.0950 1.0751 -1.1482
H -6.4498 2.1190 -2.4514
H -4.3665 0.5234 -4.7771
H -5.4419 1.8278 -4.5176
Se 0.8081 5.1645 -1.6136
Sb 2.7202 4.5890 -0.5452
Se 3.3207 1.8630 -1.7928
Se 1.6477 2.2792 1.3333
Se 4.7072 4.9292 0.5003
C 3.8963 -1.0327 0.5530
C 4.2477 -0.9076 1.8717
C 5.2875 -0.0028 2.2555
C 5.7737 -0.0246 3.5336
C 5.2378 -0.9377 4.4534
C 4.2049 -1.8233 4.1163
C 3.6981 -1.8008 2.8457
H 3.2033 -1.8023 0.2332
H 4.4947 -0.5791 -0.2249
H 5.6880 0.6832 1.5192
H 6.5725 0.6366 3.8379
H 5.6414 -0.9637 5.4587
H 3.8281 -2.5190 4.8526
H 2.9175 -2.4921 2.5521


One value per record, in order, for molecular weight: 254.3 363.2 827.4 301.6 389.2 612.9 690.5 205.3 484.3 398.8 889.1 g mol⁻¹.